1.
Density functional theory data (the ωB97M-V functional and the def2-TZVPD basis) for a single C4H7ClO molecule in a non-equilibrium geometry.

Geometry as XYZ:
```
13
Properties=species:S:1:pos:R:3:nbo_charge:R:1
C 0.47145 1.41720 0.06983 -0.63
C 0.22859 -0.03885 -0.07194 0.21
C -0.27724 -0.98603 0.96476 -0.45
C -0.96485 -0.83935 -0.36000 -0.21
H 1.22384 1.71964 0.78117 0.23
H 0.67825 1.93513 -0.82832 0.21
H -0.41253 1.86500 0.45921 0.23
H 1.43939 -0.28977 -1.57199 0.46
H 0.49588 -1.79164 0.99924 0.25
H -0.81956 -0.72034 1.84946 0.24
H -0.85894 -1.54301 -1.19146 0.24
O 1.34289 -0.75748 -0.76757 -0.72
Cl -2.54716 0.02949 -0.33239 -0.07
```

highest occupied orbital energy: -9.89 eV
calculated total energy: -691.99083 a.u.
LUMO: 0.89 eV
HOMO-LUMO gap: 0.396 Eh
energy above the lowest of the compared OMol25 structures with the same formula, charge and spin: 1.499 eV
SMILES: C[C@@]1(O)C[C@H]1Cl
net charge: 0



2.
Density functional theory data (the ωB97M-V functional and the def2-TZVPD basis) for a molecular structure, C35H33BrN5O3S3SiSn.

Geometry as XYZ:
```
82
Properties=species:S:1:pos:R:3:lowdin_charge:R:1
Sn 0.30225 -0.37658 0.93871 1.05
C 3.03085 -1.27417 4.83975 -0.01
C 1.90082 -0.89159 3.92133 -0.25
N 2.00757 -1.01739 2.64996 -0.08
N 3.21111 -1.54227 2.19713 -0.06
C 3.52347 -1.14126 1.01550 -1.12
S 2.69579 -0.02426 -0.02285 0.51
S 5.04220 -1.73757 0.33667 0.88
C 5.72762 -2.62675 1.74598 -0.45
C 6.27439 -1.79777 2.88900 -0.28
C 6.83412 -2.46674 3.97482 -0.06
C 7.31833 -1.77048 5.07165 -0.10
C 7.24993 -0.38422 5.09844 -0.11
C 6.69761 0.29050 4.02010 -0.09
C 6.21298 -0.41017 2.92346 -0.07
C 0.65292 -0.32253 4.46618 -0.11
C 0.23527 -0.67276 5.75476 -0.06
C -0.89557 -0.13248 6.33345 -0.12
C -1.62878 0.81321 5.61608 -0.10
C -1.24199 1.18282 4.34726 -0.01
C -0.11094 0.61755 3.72268 -0.37
O 0.19726 1.00781 2.50800 -0.27
H 3.23790 -2.34315 4.76169 0.09
H 2.81757 -1.01327 5.87203 0.07
H 3.94206 -0.76414 4.52597 0.07
H 6.52337 -3.24546 1.32443 0.07
H 4.95206 -3.29157 2.12591 0.08
H 6.88050 -3.55077 3.96265 0.11
H 7.74595 -2.31057 5.90753 0.10
H 7.62085 0.16423 5.95512 0.09
H 6.63055 1.37121 4.03232 0.10
H 5.77319 0.12258 2.09054 0.09
H 0.80955 -1.40386 6.31116 0.10
H -1.20212 -0.43658 7.32580 0.09
H -2.51554 1.25678 6.05451 0.09
H -1.80556 1.90299 3.76772 0.11
Br -4.60823 4.54825 -3.40713 0.72
C -2.90332 4.23936 -2.63075 -0.67
C -1.84894 5.07478 -2.95623 -0.22
N -0.61840 4.88223 -2.49012 0.07
C -0.41621 3.84258 -1.68110 -0.08
C -1.42868 2.98074 -1.27487 -0.09
C -2.70859 3.18158 -1.76492 -0.04
C -1.17300 1.83419 -0.32239 -0.64
O -2.12418 1.35617 0.29122 -0.01
O 0.04553 1.44930 -0.26582 -0.25
H -2.00183 5.91874 -3.61986 0.10
H 0.59382 3.67495 -1.32847 0.13
H -3.50662 2.51271 -1.46841 0.11
C -3.66483 1.44260 -5.62056 -0.03
C -2.27709 1.43679 -5.05676 -0.32
C -1.41374 2.51576 -5.17109 -0.03
C -0.15700 2.37666 -4.60380 -0.13
N 0.22124 1.28658 -3.94876 0.08
C -0.69277 0.32158 -3.86306 -0.71
S -0.22076 -1.08750 -2.91536 0.78
N -1.90314 0.33127 -4.41170 0.10
H -3.88087 2.37495 -6.13927 0.07
H -4.38137 1.30895 -4.80812 0.07
H -3.79381 0.60387 -6.30629 0.08
H -1.71115 3.42427 -5.67563 0.11
H 0.57385 3.17582 -4.66486 0.11
C -2.22153 -2.98368 -4.79840 -0.21
Si -2.00457 -2.31150 -3.06870 0.33
C -1.58213 -3.68931 -1.87874 -0.21
C -3.54965 -1.42053 -2.50873 -0.28
C -3.56992 -0.77467 -1.27342 -0.09
C -4.68779 -0.06558 -0.85232 -0.09
C -5.81459 -0.01028 -1.66049 -0.09
C -5.81802 -0.65988 -2.88931 -0.11
C -4.69189 -1.35286 -3.30891 -0.12
H -3.05997 -3.68426 -4.83918 0.03
H -1.31974 -3.51611 -5.10559 0.03
H -2.40555 -2.17452 -5.50519 0.02
H -2.38566 -4.42898 -1.85465 0.03
H -1.45174 -3.29158 -0.86983 0.02
H -0.65701 -4.19400 -2.16451 0.03
H -2.69560 -0.78562 -0.63243 0.07
H -4.65126 0.45439 0.09605 0.10
H -6.68750 0.54542 -1.33919 0.10
H -6.69483 -0.61467 -3.52481 0.10
H -4.69851 -1.83028 -4.28298 0.09
```

highest occupied orbital energy: -4.63 eV
calculated total energy: -6125.66248 a.u.
LUMO: 2.19 eV
HOMO-LUMO gap: 0.251 Eh
energy above the lowest of the compared OMol25 structures with the same formula, charge and spin: 0.000 eV
net charge: -1



3.
Density functional theory data (the ωB97M-V functional and the def2-TZVPD basis) for a molecular structure, C24H29InN3O8.

Geometry as XYZ:
```
65
Properties=species:S:1:pos:R:3:lowdin_charge:R:1
C 9.00430 -0.48280 0.94016 -0.12
C 8.23322 -0.73904 -0.35080 -0.24
C 6.80184 -1.18490 -0.11685 -0.32
O 6.00807 -0.04351 0.08960 -0.27
C 4.74544 -0.32498 0.72888 -0.32
In 3.57264 -2.17913 0.22787 0.49
C 1.48012 -1.43769 -0.20271 -0.28
C 0.55733 -2.50560 -0.60447 -0.44
O 0.37549 -3.58270 -0.06906 -0.04
H 8.33204 -0.10912 1.71452 0.07
H 9.46552 -1.39894 1.31561 0.06
H 9.79250 0.26152 0.80927 0.06
H 8.19010 0.17891 -0.94295 0.11
H 8.73823 -1.49335 -0.96070 0.10
H 6.74398 -1.83118 0.77489 0.12
H 6.42416 -1.77707 -0.95903 0.09
H 4.91616 -0.30706 1.81716 0.03
H 4.11693 0.54158 0.50019 0.02
H 4.15232 -3.06278 -1.18695 -0.12
H 3.55096 -3.21562 1.66360 -0.12
H 1.12206 -0.99083 0.73142 0.04
H 1.48930 -0.66613 -0.97611 0.02
H -0.07508 -2.27445 -1.49964 0.08
C -4.65548 0.17511 0.01186 -0.07
C -4.34369 1.45958 -0.41714 -0.07
C -3.24057 1.68013 -1.22725 -0.01
C -2.47837 0.59008 -1.60580 -0.14
C -2.76626 -0.70022 -1.19972 0.01
C -3.86414 -0.89654 -0.37868 -0.05
N -1.29022 0.80353 -2.45389 -0.33
O -0.96233 1.95397 -2.69661 0.04
O -0.69698 -0.17752 -2.83790 0.09
H -5.51086 0.00083 0.64965 0.08
H -4.95514 2.29781 -0.10975 0.10
H -2.96781 2.66983 -1.56165 0.11
H -2.12793 -1.51751 -1.50138 0.11
H -4.09107 -1.89765 -0.03594 0.10
C 0.60522 4.60722 -1.50205 -0.05
C -0.19161 5.65431 -1.94815 -0.06
C 0.20105 6.96811 -1.75109 -0.01
C 1.40125 7.20129 -1.10362 -0.15
C 2.21677 6.17893 -0.65169 0.00
C 1.80660 4.87080 -0.85640 -0.05
N 1.82734 8.59690 -0.88968 -0.36
O 1.08135 9.48186 -1.26580 0.06
O 2.88680 8.78736 -0.32552 0.07
H 0.28059 3.58932 -1.66444 0.08
H -1.12280 5.44315 -2.45721 0.11
H -0.39898 7.80008 -2.08720 0.11
H 3.14641 6.41118 -0.15455 0.12
H 2.42811 4.05425 -0.51407 0.11
C -6.75162 -6.68536 2.06309 -0.07
C -7.63665 -5.82594 1.42502 -0.07
C -7.40887 -4.45920 1.43462 0.00
C -6.28838 -3.98907 2.09436 -0.15
C -5.39040 -4.82131 2.73705 0.01
C -5.63287 -6.18565 2.71603 -0.06
N -6.02586 -2.53751 2.09883 -0.34
O -6.80957 -1.81425 1.51004 0.06
O -5.03432 -2.14411 2.67621 0.09
H -6.93185 -7.75223 2.04623 0.11
H -8.50477 -6.21922 0.91350 0.11
H -8.07509 -3.76594 0.94382 0.12
H -4.52377 -4.40423 3.22760 0.12
H -4.94087 -6.85730 3.20533 0.11
```

highest occupied orbital energy: -4.48 eV
calculated total energy: -1887.91616 a.u.
LUMO: 0.62 eV
HOMO-LUMO gap: 0.187 Eh
net charge: -1



highest occupied orbital energy of number 1 (C4H7ClO)? -9.89 eV